w.
# C6H8O2

The molecule C6H8O2 (ωB97M-V/def2-TZVPD, the Open Molecules 2025 dataset).

Structure (XYZ):
```
16
Properties=species:S:1:pos:R:3
C -1.085 1.804 0.039
C -1.238 0.496 0.082
C -1.418 -0.798 0.696
C -0.708 -0.711 -0.581
C 0.751 -0.976 -0.802
C 1.658 -0.148 0.017
O 1.964 -0.424 1.190
O 1.979 1.044 -0.387
H -1.529 2.449 0.947
H -0.280 2.276 -0.745
H -2.396 -1.469 0.752
H -0.789 -0.823 1.595
H -1.172 -1.334 -1.265
H 1.124 -1.107 -1.968
H 0.813 -1.933 -0.036
H 2.325 1.655 0.467
```

Properties
net charge: 0
orbital gap: 10.20 eV
SMILES: C=C1C[C@@H]1CC(=O)O

=====

x.
# C6H8O2

The molecule C6H8O2 (ωB97M-V/def2-TZVPD, the Open Molecules 2025 dataset).

Structure (XYZ):
```
16
Properties=species:S:1:pos:R:3
C 2.336 0.203 -0.174
C 3.136 0.925 0.463
C 0.879 0.006 -0.059
C 0.515 -0.945 1.062
C -1.958 -0.141 -0.650
C -0.137 1.132 -0.113
O 1.655 -0.484 -1.171
O -1.344 0.612 0.315
H 0.628 -0.639 2.082
H 1.110 -1.831 0.897
H -0.513 -1.212 0.918
H -2.936 -0.286 -0.507
H -1.375 -1.058 -0.866
H -2.014 0.377 -1.653
H -0.245 1.442 -1.168
H 0.263 1.898 0.624
```

Properties
net charge: 0
orbital gap: 9.28 eV

=====

The least stable of them is x.

=====

w.
# C6H8O2

The molecule C6H8O2 (ωB97M-V/def2-TZVPD, the Open Molecules 2025 dataset).

Structure (XYZ):
```
16
Properties=species:S:1:pos:R:3
O 3.376 -0.418 -0.553
C 2.469 -0.012 0.126
C 0.999 -0.233 -0.131
C 0.056 0.685 0.536
C -1.322 0.791 -0.187
C -1.642 -0.503 -0.675
O -0.910 -1.398 0.208
C 0.105 -0.792 0.865
H 2.777 0.658 0.948
H 0.836 -0.439 -1.159
H 0.300 1.565 0.974
H -1.391 1.591 -0.941
H -2.130 1.087 0.549
H -2.711 -0.793 -0.758
H -1.122 -0.559 -1.661
H 0.311 -1.229 1.860
```

Properties
net charge: 0
orbital gap: 10.25 eV
SMILES: O=C[C@@H]1[C@H]2CCO[C@@H]12

=====

x.
# C6H8O2

The molecule C6H8O2 (ωB97M-V/def2-TZVPD, the Open Molecules 2025 dataset).

Structure (XYZ):
```
16
Properties=species:S:1:pos:R:3
C -0.881 -0.537 0.403
C 0.135 -0.950 -0.575
C -0.978 0.981 0.304
C 0.579 0.205 -1.156
C 1.186 -1.861 -0.636
C -0.746 1.734 1.648
O 0.038 1.378 -0.688
O 1.769 -2.450 -1.706
H -1.435 -1.016 1.129
H -1.884 1.245 -0.176
H 1.300 0.374 -1.840
H 1.579 -2.349 0.187
H -1.092 2.801 1.433
H 0.359 1.677 1.919
H -1.345 1.037 2.391
H 1.416 -2.270 -2.637
```

Properties
net charge: 0
orbital gap (alpha / beta): 7.38 / 6.57 eV

=====

y.
# C6H8O2

The molecule C6H8O2 (ωB97M-V/def2-TZVPD, the Open Molecules 2025 dataset).

Structure (XYZ):
```
16
Properties=species:S:1:pos:R:3
C -0.384 2.150 -0.174
C -0.088 0.773 0.418
C -1.131 -0.310 0.078
O -2.284 -0.056 -0.132
C -0.504 -1.713 -0.058
C 0.977 -1.477 -0.071
C 1.206 0.081 0.029
O 2.297 0.559 -0.129
H 0.479 2.880 0.013
H -1.333 2.556 0.207
H -0.557 2.121 -1.265
H -0.034 0.817 1.497
H -0.912 -2.208 -0.948
H -0.767 -2.379 0.775
H 1.539 -1.956 0.716
H 1.495 -1.838 -0.955
```

Properties
net charge: 0
orbital gap: 9.97 eV
SMILES: CC1C(=O)CCC1=O

=====

The least stable of them is x.

=====

w.
# C6H8O2

The molecule C6H8O2 (ωB97M-V/def2-TZVPD, the Open Molecules 2025 dataset).

Structure (XYZ):
```
16
Properties=species:S:1:pos:R:3
C 1.394 -0.594 2.730
C 1.205 -0.385 1.588
C 0.579 0.018 0.315
C 0.709 1.274 -0.219
O 0.036 1.876 -1.256
C -0.459 1.053 -2.269
O -0.059 -0.816 -0.431
C -1.034 -1.467 0.449
H 1.444 -0.519 3.994
H 1.493 1.947 0.369
H 0.358 0.271 -2.674
H -0.638 1.823 -3.019
H -1.458 0.464 -1.798
H -1.432 -2.412 0.134
H -0.180 -1.540 1.456
H -1.957 -0.995 0.631
```

Properties
net charge: 0
orbital gap: 9.02 eV
SMILES: C#C/C(=C/OC)OC

=====

x.
# C6H8O2

A 2-piece molecular cluster, C6H8O2 overall (ωB97M-V/def2-TZVPD, the Open Molecules 2025 dataset).

Structure (XYZ):
```
16
Properties=species:S:1:pos:R:3
O -1.664 -1.022 -0.813
C -0.514 -0.706 -0.250
C -0.125 -1.369 0.922
C 1.184 -1.167 1.415
C 2.074 -0.296 0.719
C 1.651 0.320 -0.451
C 0.354 0.174 -1.002
H -2.236 -1.442 -0.126
H -0.863 -2.059 1.352
H 1.589 -1.820 2.199
H 3.134 -0.146 0.962
H 2.371 0.892 -1.052
H 0.027 0.555 -1.979
O -1.960 2.818 -0.737
H -2.219 1.949 -0.354
H -2.804 3.320 -0.806
```

Properties
net charge: 0
orbital gap: 9.08 eV
SMILES: Oc1ccccc1.O

=====

The least stable of them is w.

=====

w.
# C3H4INO2S

A 2-piece molecular cluster, C3H4INO2S overall (ωB97M-V/def2-TZVPD, the Open Molecules 2025 dataset).

Structure (XYZ):
```
12
Properties=species:S:1:pos:R:3
C -1.421 1.539 -0.301
C -2.496 0.978 -0.255
C 0.189 -1.132 0.346
N -0.739 -1.863 0.863
O 3.688 -0.055 0.266
O 1.717 1.326 0.450
S 2.749 0.805 -0.440
I 0.828 -0.969 -1.697
H -0.414 1.602 -0.115
H 0.566 -0.370 0.986
H -1.145 -2.516 0.215
H -3.522 0.655 -0.318
```

Properties
net charge: 0
orbital gap: 9.09 eV

=====

x.
# C3H4INO2S

A 2-piece molecular cluster, C3H4INO2S overall (ωB97M-V/def2-TZVPD, the Open Molecules 2025 dataset).

Structure (XYZ):
```
12
Properties=species:S:1:pos:R:3
C -0.021 -1.393 2.637
C -0.357 1.619 -0.137
C 0.712 -1.185 -0.413
N -0.042 -1.656 3.753
O -1.889 -0.345 -1.183
O 0.063 0.496 -2.402
S -0.509 0.111 -1.125
I 2.668 -0.847 -0.662
H 0.517 1.364 0.509
H -0.120 2.335 -0.941
H -1.269 1.711 0.306
H 0.247 -2.210 -0.342
```

Properties
net charge: 0
orbital gap (alpha / beta): 5.65 / 5.65 eV

=====

The least stable of them is x.

=====

w.
# C37H40N7O15

A 8-piece molecular cluster, C37H40N7O15 overall (ωB97M-V/def2-TZVPD, the Open Molecules 2025 dataset).

Structure (XYZ):
```
99
Properties=species:S:1:pos:R:3
C 4.371 6.273 30.101
O 3.138 6.133 29.916
O 5.265 5.297 29.890
O 4.761 7.327 30.670
H 4.760 4.471 29.555
C 6.548 8.479 35.182
C 5.660 8.017 34.061
C 4.197 8.384 34.047
C 3.675 9.354 35.093
C 4.624 9.758 36.203
C 6.143 9.390 36.187
N 2.413 9.970 35.127
O 1.405 9.164 35.086
O 2.297 11.061 35.665
H 7.482 8.045 35.376
H 5.711 7.260 33.285
H 3.644 7.937 33.290
H 4.327 10.435 36.967
H 7.068 9.829 36.687
C 3.067 4.691 34.746
C 1.790 4.629 35.734
C 0.537 5.257 35.220
C 0.416 5.800 33.830
C 1.751 5.823 32.967
C 3.009 5.380 33.631
N -0.824 6.436 33.383
O -0.669 7.030 32.299
O -1.870 5.765 33.645
H 3.843 4.316 35.239
H 1.848 4.401 36.768
H -0.428 5.337 35.721
H 1.803 6.387 32.044
H 3.849 5.699 33.039
C 5.089 11.187 27.975
C 5.928 10.308 28.851
C 7.441 10.194 28.678
C 8.160 11.334 27.778
C 7.281 12.243 26.886
C 5.621 12.068 27.077
N 9.689 11.383 27.728
O 10.138 12.450 27.269
O 10.233 10.385 28.058
H 4.007 10.967 27.968
H 5.638 9.513 29.384
H 7.984 9.558 29.147
H 7.843 12.895 26.236
H 5.080 12.763 26.451
C 3.343 4.114 24.550
C 4.475 3.837 23.644
C 5.928 3.714 24.131
C 6.067 3.463 25.628
C 4.910 3.799 26.574
C 3.555 3.960 25.971
N 7.441 3.151 26.151
O 8.381 3.559 25.499
O 7.381 2.605 27.214
H 2.489 4.138 24.095
H 4.447 3.714 22.646
H 6.746 3.488 23.529
H 5.080 3.726 27.575
H 2.724 4.267 26.679
C 3.144 10.342 31.378
C 2.841 11.712 32.138
C 1.402 12.063 32.450
C 0.272 11.270 31.961
C 0.547 9.933 31.189
C 2.123 9.480 31.031
N -1.082 11.728 32.349
O -1.263 12.911 32.551
O -1.959 10.841 32.201
H 4.303 9.917 31.254
H 3.796 12.281 32.366
H 1.312 12.883 33.076
H -0.121 9.070 31.163
H 2.143 8.660 30.413
C 8.425 6.760 30.881
O 8.720 7.908 31.190
N 9.190 6.243 29.913
C 9.036 4.832 29.577
C 10.294 6.965 29.252
H 7.682 6.174 31.392
H 7.883 4.701 29.204
H 9.152 4.316 30.473
H 9.640 4.617 28.578
H 9.879 7.769 28.816
H 10.961 6.466 28.510
H 10.929 7.467 29.845
C 5.038 0.932 29.427
O 4.714 0.467 28.336
N 4.296 1.884 30.088
C 4.678 2.456 31.304
C 3.125 2.483 29.485
H 5.923 0.636 29.889
H 4.460 3.487 31.498
H 5.746 2.453 31.289
H 4.338 1.745 32.100
H 2.350 1.598 29.278
H 2.965 2.650 28.394
H 2.449 3.068 30.146
```

Properties
net charge: -1
orbital gap: 6.46 eV

=====

x.
# C37H40N7O15

C37H40N7O15 as an isolated structure (ωB97M-V/def2-TZVPD, the Open Molecules 2025 dataset).

Structure (XYZ):
```
99
Properties=species:S:1:pos:R:3
C 0.804 -0.416 0.852
O -0.085 -0.030 0.212
O 0.753 -1.587 1.556
O 1.917 0.147 0.948
H -0.045 -2.177 1.505
C 1.072 0.000 -4.306
C 0.542 -0.517 -2.983
C -0.587 -1.534 -2.982
C -1.045 -2.108 -4.377
C -0.576 -1.282 -5.630
C 0.612 -0.208 -5.554
N -2.100 -3.050 -4.513
O -2.861 -3.320 -3.475
O -2.114 -3.654 -5.536
H 1.810 0.795 -4.348
H 0.794 -0.188 -1.897
H -1.200 -1.936 -2.132
H -0.928 -1.488 -6.605
H 1.215 0.034 -6.536
C 1.748 3.996 3.534
C 1.003 4.524 4.719
C -0.341 3.972 5.091
C -0.733 2.603 4.339
C 0.231 1.972 3.359
C 1.467 2.771 2.982
N -1.974 1.909 4.787
O -2.709 2.317 5.821
O -2.327 0.947 4.197
H 2.814 4.450 3.245
H 1.357 5.500 5.279
H -0.958 4.396 5.832
H -0.056 0.980 2.936
H 1.896 2.380 2.263
C 0.222 3.357 -0.297
C -0.694 3.260 -1.556
C -1.309 4.588 -2.004
C -0.931 5.896 -1.362
C -0.196 5.931 -0.052
C 0.440 4.617 0.303
N -1.614 7.203 -1.799
O -2.010 7.203 -2.999
O -1.222 8.229 -1.169
H 0.751 2.382 -0.119
H -0.827 2.241 -2.078
H -1.986 4.604 -2.798
H -0.304 6.780 0.458
H 0.964 4.601 1.222
C -4.795 -1.532 -0.045
C -3.570 -0.603 -0.008
C -3.353 0.396 -1.170
C -4.367 0.395 -2.393
C -5.605 -0.534 -2.196
C -5.783 -1.457 -0.975
N -4.188 1.399 -3.463
O -3.344 2.338 -3.182
O -5.081 1.367 -4.261
H -4.856 -2.312 0.756
H -2.783 -0.859 0.781
H -2.489 0.913 -1.146
H -6.275 -0.431 -3.056
H -6.645 -2.109 -0.911
C 6.007 2.300 3.904
C 5.274 1.549 2.746
C 4.754 2.393 1.625
C 4.869 3.981 1.712
C 5.648 4.667 2.872
C 6.253 3.695 3.890
N 4.356 4.789 0.711
O 4.219 4.281 -0.411
O 3.764 5.765 1.097
H 6.123 1.498 4.749
H 5.234 0.451 2.602
H 4.256 1.906 0.862
H 5.801 5.692 3.005
H 6.715 4.025 4.747
C 2.687 -5.124 1.054
O 3.705 -5.574 1.679
N 2.615 -5.334 -0.384
C 1.342 -4.857 -1.040
C 3.658 -6.114 -1.022
H 1.850 -4.424 1.370
H 1.192 -5.299 -2.123
H 1.436 -3.842 -1.127
H 0.466 -5.125 -0.441
H 3.542 -6.109 -2.020
H 3.788 -7.037 -0.876
H 4.611 -5.636 -0.868
C -1.837 -6.127 1.660
O -0.865 -5.429 1.984
N -2.551 -5.884 0.527
C -3.597 -6.831 0.275
C -2.390 -4.694 -0.430
H -2.063 -6.918 2.283
H -4.658 -6.274 0.233
H -3.480 -7.682 0.853
H -3.459 -7.402 -0.939
H -1.521 -3.975 -0.192
H -3.357 -4.274 -0.398
H -1.980 -5.114 -1.213
```

Properties
net charge: -1
orbital gap: 6.43 eV

=====

The least stable of them is x.

=====

w.
# C5H8N2S

C5H8N2S as an isolated structure (ωB97M-V/def2-TZVPD, the Open Molecules 2025 dataset).

Structure (XYZ):
```
16
Properties=species:S:1:pos:R:3
C -0.080 -0.593 -0.445
C 1.218 -0.113 -0.583
C -2.259 1.478 -0.361
C -2.174 -1.785 -0.171
C 1.974 0.026 0.725
N -0.971 -1.366 -0.332
N 1.635 0.208 -1.744
S -3.370 0.326 -0.072
H -1.791 2.018 0.449
H -2.004 1.762 -1.369
H -2.687 -2.183 -1.030
H -2.446 -2.172 0.798
H 2.489 -0.909 0.945
H 2.717 0.815 0.633
H 1.306 0.250 1.554
H 2.584 0.575 -1.758
```

Properties
net charge: 0
orbital gap: 7.72 eV

=====

x.
# C5H8N2S

The molecule C5H8N2S (ωB97M-V/def2-TZVPD, the Open Molecules 2025 dataset).

Structure (XYZ):
```
16
Properties=species:S:1:pos:R:3
C 0.482 1.652 0.465
C 0.635 0.517 -0.597
C 1.810 -0.406 -0.402
C 1.489 -1.592 0.085
S -0.149 -2.031 0.055
C -0.557 -0.397 -0.339
N -1.679 0.127 -0.341
N -2.801 -0.585 -0.163
H 1.203 2.558 0.461
H -0.583 2.010 0.479
H 0.646 1.094 1.503
H 0.568 0.871 -1.660
H 2.857 -0.148 -0.656
H 2.223 -2.397 0.364
H -2.563 -1.190 0.639
H -3.584 -0.083 0.107
```

Properties
net charge: 0
orbital gap: 8.83 eV
SMILES: C[C@H]1C=CS/C1=N\N

=====

y.
# C5H8N2S

The molecule C5H8N2S (ωB97M-V/def2-TZVPD, the Open Molecules 2025 dataset).

Structure (XYZ):
```
16
Properties=species:S:1:pos:R:3
C -1.672 1.824 0.067
N -0.372 1.182 -0.065
C -0.236 -0.040 -0.365
C -1.267 -1.085 -0.621
S -2.669 -1.285 0.181
N 1.045 -0.575 -0.598
C 2.171 -0.026 0.121
C 1.666 -1.373 0.448
H -2.015 1.746 1.130
H -2.449 1.401 -0.587
H -1.542 2.889 -0.150
H -1.001 -1.802 -1.395
H 3.083 0.104 -0.442
H 1.959 0.799 0.804
H 2.188 -2.276 0.119
H 1.111 -1.484 1.353
```

Properties
net charge: 0
orbital gap: 7.94 eV
SMILES: C/N=C(\C=S)N1CC1

=====

The least stable of them is w.

=====

w.
# C3H5N3OS

The molecule C3H5N3OS (ωB97M-V/def2-TZVPD, the Open Molecules 2025 dataset).

Structure (XYZ):
```
13
Properties=species:S:1:pos:R:3
N 1.230 1.036 -2.313
C 0.282 0.502 -1.415
N -1.012 0.706 -1.498
N -1.539 0.265 -0.288
C -0.567 -0.165 0.569
S -0.665 -0.926 2.199
C 0.678 -0.041 -0.188
O 1.951 -0.413 0.176
H 2.268 1.162 -2.140
H 0.897 1.794 -2.977
H -2.616 0.175 -0.345
H -0.518 0.322 2.859
H 1.881 -1.165 0.915
```

Properties
net charge: 0
orbital gap: 8.49 eV
SMILES: Nc1n[nH]c(S)c1O

=====

x.
# C3H5N3OS

The molecule C3H5N3OS (ωB97M-V/def2-TZVPD, the Open Molecules 2025 dataset).

Structure (XYZ):
```
13
Properties=species:S:1:pos:R:3
H -0.471 -1.953 -2.571
N 0.277 -1.912 -1.816
C 0.072 -0.888 -1.113
N 1.082 -0.172 -0.333
C 0.527 0.383 0.836
S 1.230 1.234 2.147
C -0.904 0.267 0.506
N -0.931 0.085 -0.906
O -2.151 -0.317 -1.365
H 1.986 -0.469 -0.254
H -1.520 1.225 0.491
H -1.278 -0.656 1.073
H -2.361 0.064 -2.153
```

Properties
net charge: 0
orbital gap: 8.83 eV
SMILES: [H]/N=C1/NC(=S)CN1O

=====

The least stable of them is x.

=====

w.
# C3H5N3OS

The molecule C3H5N3OS (ωB97M-V/def2-TZVPD, the Open Molecules 2025 dataset).

Structure (XYZ):
```
13
Properties=species:S:1:pos:R:3
C -3.394 0.046 0.011
N -2.231 -0.843 0.005
C -1.108 -0.276 0.005
N 0.154 -0.891 0.002
C 1.090 0.095 -0.003
S 2.811 -0.278 -0.001
N 0.595 1.276 0.000
O -0.830 1.054 -0.014
H -3.372 0.708 -0.887
H -3.328 0.716 0.912
H -4.287 -0.572 -0.043
H 0.332 -1.894 -0.028
H 3.174 1.074 0.057
```

Properties
net charge: 0
orbital gap: 9.23 eV
SMILES: C/N=c1/[nH]c(S)no1

=====

x.
# C3H5N3OS

The molecule C3H5N3OS (ωB97M-V/def2-TZVPD, the Open Molecules 2025 dataset).

Structure (XYZ):
```
13
Properties=species:S:1:pos:R:3
H 1.309 -1.671 -0.022
N 0.299 -1.529 -0.030
C 0.001 -0.274 0.006
N 0.855 0.823 -0.072
C 2.206 0.926 0.020
S 3.323 -0.277 0.010
C -1.444 0.206 0.041
N -2.314 -0.815 0.060
O -1.751 1.377 -0.026
H 0.334 1.655 0.002
H 2.496 1.983 0.164
H -3.320 -0.624 -0.012
H -1.994 -1.780 -0.139
```

Properties
net charge: 0
orbital gap: 8.60 eV
SMILES: [H]/N=C(\NC=S)C(N)=O

=====

The least stable of them is w.